Formula: H6O3
Source: the Open Molecules 2025 dataset
Level of theory: ωB97M-V/def2-TZVPD

Gap between HOMO and LUMO   11.18 eV
HOMO energy   -10.701 eV
LUMO   0.0177 Eh
ΔE to the lowest compared entry with this formula, charge and spin   164.6 kJ/mol
DFT total energy   -229.2624 a.u.
Structure (SMILES)   O.O.O

```
! wB97M-V def2-TZVPD RIJCOSX def2/J DEFGRID3
* xyz 0 1
O 0.191 -0.026 0.479
H 0.457 0.068 -0.518
H 0.299 -0.866 0.975
O 1.149 -1.637 -1.888
H 0.316 -1.869 -2.420
H 1.183 -2.255 -1.357
O -1.577 2.138 1.495
H -0.878 1.597 1.124
H -1.143 2.854 2.107
*
```

Here are the natural (NBO) charges for atoms 1 to 5, given in e:
1 O -1.020
2 H 0.526
3 H 0.497
4 O -0.903
5 H 0.470